# 1
{"formula": "C16H23N3O2S", "method": "ωB97M-V/def2-TZVPD", "elements": ["C", "C", "C", "C", "N", "C", "C", "C", "N", "C", "O", "C", "N", "C", "O", "S", "C", "C", "C", "C", "C", "C", "H", "H", "H", "H", "H", "H", "H", "H", "H", "H", "H", "H", "H", "H", "H", "H", "H", "H", "H", "H", "H", "H", "H"], "xyz": [[-0.62, -2.92, 4.86], [-0.37, -2.92, 3.36], [-0.37, -1.52, 2.75], [-1.77, -0.90, 2.71], [-1.87, 0.45, 2.18], [-1.30, 1.46, 3.06], [-1.38, 0.63, 0.83], [-2.11, -0.27, -0.18], [-1.79, 0.13, -1.53], [-0.91, -0.55, -2.29], [-0.42, -1.62, -1.99], [-0.57, 0.18, -3.59], [0.31, 1.29, -3.31], [-0.21, 2.50, -2.99], [-1.39, 2.75, -2.89], [1.10, 3.68, -2.71], [2.30, 2.43, -2.97], [3.67, 2.55, -2.89], [4.44, 1.41, -3.09], [3.85, 0.19, -3.36], [2.47, 0.07, -3.44], [1.69, 1.20, -3.25], [0.11, -2.30, 5.37], [-1.62, -2.55, 5.09], [-0.54, -3.93, 5.26], [0.60, -3.39, 3.17], [-1.13, -3.53, 2.86], [0.02, -1.59, 1.73], [0.31, -0.88, 3.32], [-2.43, -1.53, 2.11], [-2.18, -0.86, 3.72], [-1.69, 1.30, 4.07], [-0.21, 1.44, 3.10], [-1.62, 2.44, 2.72], [-0.29, 0.46, 0.73], [-1.57, 1.67, 0.55], [-1.81, -1.31, -0.07], [-3.19, -0.18, -0.02], [-2.09, 1.05, -1.83], [-1.48, 0.58, -4.05], [-0.07, -0.50, -4.28], [4.13, 3.50, -2.66], [5.52, 1.48, -3.03], [4.46, -0.69, -3.50], [2.01, -0.89, -3.62]], "lowdin_charge": [-0.11, -0.26, -0.20, -0.21, -0.23, -0.10, -0.20, -0.15, 0.08, -0.47, 0.07, -0.02, -0.03, -0.72, 0.00, 1.11, -0.46, -0.09, -0.09, -0.08, 0.00, -0.23, 0.07, 0.06, 0.07, 0.10, 0.11, 0.10, 0.11, 0.12, 0.11, 0.09, 0.08, 0.08, 0.13, 0.12, 0.11, 0.13, 0.12, 0.14, 0.13, 0.11, 0.10, 0.11, 0.11], "homo_energy_ev": -8.36, "lumo_ev": 0.643, "gap_ev": 9.001, "relative_energy_kcal_mol": 5.9, "energy_ev": -36367.1908}

# 2
{"formula": "C16H23N3O3S", "method": "ωB97M-V/def2-TZVPD", "elements": ["C", "C", "O", "C", "C", "C", "C", "C", "S", "O", "O", "N", "C", "C", "C", "N", "C", "C", "N", "C", "C", "C", "C", "H", "H", "H", "H", "H", "H", "H", "H", "H", "H", "H", "H", "H", "H", "H", "H", "H", "H", "H", "H", "H", "H", "H"], "xyz": [[0.70, -2.91, 4.03], [0.60, -2.46, 2.58], [1.76, -1.71, 2.23], [1.58, -0.67, 1.35], [2.21, -0.77, 0.12], [2.14, 0.25, -0.83], [2.84, 0.14, -2.14], [1.37, 1.36, -0.50], [1.15, 2.69, -1.66], [2.40, 3.18, -2.17], [0.23, 3.64, -1.10], [0.42, 1.88, -2.94], [-0.95, 1.49, -2.72], [-1.11, -0.03, -2.86], [-2.44, -0.53, -2.29], [-2.48, -0.37, -0.86], [-3.07, 0.63, -0.15], [-2.80, 0.39, 1.16], [-2.04, -0.73, 1.27], [-1.87, -1.16, 0.05], [0.76, 1.48, 0.73], [0.87, 0.48, 1.69], [0.28, 0.68, 3.06], [-0.13, -3.55, 4.28], [0.69, -2.05, 4.70], [1.63, -3.45, 4.19], [-0.31, -1.88, 2.41], [0.56, -3.35, 1.93], [2.79, -1.66, -0.09], [3.31, 1.10, -2.38], [2.14, -0.08, -2.94], [3.60, -0.63, -2.11], [0.63, 2.31, -3.83], [-1.20, 1.79, -1.69], [-1.64, 2.00, -3.39], [-1.04, -0.31, -3.91], [-0.29, -0.52, -2.32], [-2.57, -1.58, -2.53], [-3.27, 0.04, -2.72], [-3.64, 1.41, -0.63], [-3.09, 0.95, 2.03], [-1.31, -2.04, -0.21], [0.21, 2.38, 0.94], [0.90, 0.19, 3.80], [-0.72, 0.24, 3.10], [0.20, 1.74, 3.28]], "lowdin_charge": [-0.06, -0.24, -0.06, -0.23, 0.05, -0.25, -0.04, -0.24, 0.67, -0.29, -0.30, -0.14, -0.24, -0.15, -0.14, -0.09, -0.07, -0.14, 0.05, -0.17, -0.01, -0.19, -0.02, 0.08, 0.07, 0.08, 0.08, 0.12, 0.13, 0.07, 0.07, 0.08, 0.11, 0.09, 0.13, 0.12, 0.10, 0.13, 0.13, 0.12, 0.10, 0.13, 0.12, 0.08, 0.06, 0.09], "homo_energy_ev": -8.85, "lumo_ev": 0.539, "gap_ev": 9.388, "relative_energy_kcal_mol": 61.7, "energy_ev": -38413.0531}

# 3
{"formula": "C16H23N5Si", "method": "ωB97M-V/def2-TZVPD", "elements": ["C", "C", "C", "N", "C", "N", "N", "C", "N", "N", "C", "C", "C", "C", "C", "C", "Si", "C", "C", "C", "C", "C", "H", "H", "H", "H", "H", "H", "H", "H", "H", "H", "H", "H", "H", "H", "H", "H", "H", "H", "H", "H", "H", "H", "H"], "xyz": [[-0.31, -2.38, -4.06], [-0.64, -0.89, -3.95], [-2.13, -0.77, -3.61], [-0.46, -0.25, -5.21], [0.68, 0.25, -5.51], [0.86, 0.71, -6.81], [1.74, 0.36, -4.71], [1.54, 0.12, -3.44], [2.60, 0.20, -2.56], [0.29, -0.30, -2.93], [-0.11, -0.17, -1.53], [-0.51, -1.30, -0.81], [-0.80, -1.21, 0.52], [-0.61, 0.00, 1.19], [-0.69, 0.11, 2.63], [-0.53, 0.31, 3.81], [-0.13, 0.65, 5.50], [-0.52, 2.44, 5.78], [-1.12, -0.38, 6.73], [1.71, 0.64, 5.86], [-0.17, 1.10, 0.49], [0.03, 1.05, -0.87], [-0.83, -3.00, -3.38], [-0.55, -2.67, -5.08], [0.75, -2.59, -3.95], [-2.42, -0.97, -2.57], [-2.78, -1.40, -4.26], [-2.39, 0.27, -3.78], [1.71, 1.06, -7.15], [0.23, 0.36, -7.52], [3.47, 0.61, -2.82], [2.53, 0.05, -1.56], [-0.48, -2.26, -1.29], [-1.08, -2.07, 1.15], [-1.56, 2.41, 6.06], [0.15, 2.77, 6.57], [-0.29, 3.03, 4.88], [-2.01, -0.81, 6.27], [-0.45, -1.20, 7.05], [-1.36, 0.20, 7.61], [2.13, 0.87, 4.89], [2.03, 1.37, 6.61], [2.09, -0.33, 6.14], [0.06, 2.04, 1.03], [0.36, 1.92, -1.38]], "lowdin_charge": [-0.03, -0.55, -0.03, 0.12, -0.50, 0.13, 0.15, -0.35, 0.17, 0.08, -0.19, -0.02, -0.03, -0.25, -0.02, -0.06, 0.42, -0.19, -0.18, -0.18, -0.03, -0.01, 0.05, 0.08, 0.08, 0.07, 0.10, 0.08, 0.06, 0.09, 0.10, 0.10, 0.11, 0.13, 0.02, 0.02, 0.04, 0.03, 0.03, 0.02, 0.02, 0.03, 0.02, 0.14, 0.11], "homo_energy_ev": -8.12, "lumo_ev": 0.208, "gap_ev": 8.326, "relative_energy_kcal_mol": 11.8, "energy_ev": -32293.2102}